A 2-piece molecular cluster, C3H13N3O overall at a distorted geometry. Source: OMol25; level of theory: ωB97M-V with the def2-TZVPD basis set.

Structure (XYZ):
```
20
C3H13N3O (ωB97M-V with the def2-TZVPD basis set)
C 1.51 -1.38 0.30
N 0.59 -0.55 -0.43
C 1.04 -0.23 -1.85
N 0.22 0.87 -2.36
C 1.03 -1.25 1.75
N -0.27 -1.88 1.95
H 1.59 -2.53 0.06
H 2.62 -1.09 0.15
H -0.32 -1.03 -0.46
H 2.08 0.12 -1.77
H 1.04 -1.27 -2.41
H 0.40 1.82 -1.96
H -0.74 0.72 -2.14
H 1.03 -0.22 1.93
H 1.67 -1.73 2.45
H -1.00 -1.23 1.61
H -0.50 -1.90 2.93
H -3.30 2.72 0.66
H -2.63 4.01 -0.14
O -3.39 3.70 0.47
```

The calculation puts the LUMO energy (alpha / beta) at 3.697 / 3.623 eV. The calculation puts the HOMO-LUMO gap (alpha / beta) at 2.74 / 9.44 eV. As for the net charge: -1. The multiplicity is 2. The max |F| is 2.38 eV/A. Its expectation value of S² is 0.75. The value obtained for the HOMO energy (alpha / beta) is 0.96 / -5.81 eV. The calculation puts the energy relative to the best compared isomer or geometry (same formula, charge and spin) at 21.5 kcal/mol.